1.
# C4H6N2O

An isolated molecule of C4H6N2O (ωB97M-V with the def2-TZVPD basis set, the Open Molecules 2025 dataset).

Geometry (Å):
C: -1.951 -0.346 0.159
N: -0.591 -0.055 -0.247
C: 0.005 1.251 -0.107
N: 1.317 1.107 0.070
C: 1.688 -0.117 -0.015
O: 3.010 -0.462 0.050
C: 0.496 -0.896 -0.190
H: -2.730 -0.426 -0.856
H: -1.912 -1.246 0.934
H: -2.559 0.545 0.739
H: -0.598 2.141 -0.311
H: 3.394 0.511 0.073
H: 0.431 -2.006 -0.298

Summary:
**Lowest unoccupied orbital energy**: 0.77 eV
**Energy above the lowest of the compared OMol25 structures with the same formula, charge and spin**: 2.713 eV
**HOMO level**: -0.2921 Ha
**HOMO-LUMO gap**: 0.320 hartree


2.
# C14H20ClF4N3O7PS

A cluster of 2 separate species, C14H20ClF4N3O7PS in total (ωB97M-V with the def2-TZVPD basis set, the Open Molecules 2025 dataset).

Geometry (Å):
N: -3.639 1.905 -0.866
N: -2.325 1.495 -1.145
C: -1.931 0.349 -1.538
C: -0.402 0.360 -1.772
C: 0.013 -0.667 -2.841
O: 0.455 -0.404 -3.910
N: -0.136 -2.078 -2.443
C: 1.066 -2.482 -1.804
O: 2.113 -1.931 -1.905
F: 0.923 -3.538 -1.017
C: -0.304 1.871 -2.144
P: -1.158 2.176 -3.783
O: -1.558 3.582 -4.021
C: 1.161 2.344 -2.310
O: 1.344 3.423 -2.895
O: 2.022 1.628 -1.828
C: -1.147 2.421 -1.000
S: -0.590 1.958 0.749
C: -1.405 3.926 -0.887
C: -0.117 4.701 -0.492
C: -0.252 5.309 0.918
Cl: 1.350 5.398 1.735
H: -4.043 2.112 -1.780
H: -4.168 1.105 -0.524
H: -2.620 -0.473 -1.710
H: 0.206 0.054 -0.912
H: -0.835 -2.099 -1.698
H: -2.295 1.326 -3.919
H: -0.242 1.782 -4.779
H: -1.806 1.664 1.270
H: -2.103 4.073 -0.056
H: -1.873 4.372 -1.767
H: 0.760 4.051 -0.453
H: 0.127 5.468 -1.225
H: -0.845 4.656 1.554
H: -0.726 6.290 0.890
C: 1.526 -4.798 1.632
C: 2.311 -5.557 2.695
O: 2.873 -4.742 3.690
C: 2.014 -4.321 4.812
O: 1.389 -5.307 5.377
C: 1.045 -3.158 4.409
F: 1.633 -2.262 3.562
F: 0.685 -2.435 5.493
F: -0.103 -3.535 3.809
H: 2.021 -3.863 1.369
H: 1.417 -5.409 0.730
H: 0.522 -4.563 1.979
H: 3.168 -6.024 2.195
H: 1.721 -6.376 3.119
H: 2.760 -3.775 5.438

Summary:
**Net charge**: -1
**Lowest unoccupied orbital energy**: -0.66 eV
**HOMO level**: -0.1346 Ha
**HOMO-LUMO gap**: 0.110 hartree


3.
# C8H17N2O

A cluster of 2 separate species, C8H17N2O in total (ωB97M-V with the def2-TZVPD basis set, the Open Molecules 2025 dataset).

Geometry (Å):
C: -1.770 -1.273 1.114
C: -1.106 -0.540 0.264
C: 2.007 0.880 0.021
C: 3.192 1.498 0.687
C: 1.069 -2.715 -0.439
C: -2.341 0.608 -1.447
C: -2.005 1.693 0.710
C: 1.038 -1.252 -0.636
N: 1.937 -0.490 0.074
N: -1.444 0.759 -0.288
O: 1.130 1.524 -0.534
H: -2.717 -0.992 1.563
H: -1.390 -2.233 1.420
H: 3.667 0.830 1.398
H: 3.921 1.774 -0.076
H: 2.890 2.417 1.186
H: 0.165 -3.177 -0.822
H: 1.915 -3.140 -0.986
H: 1.184 -2.970 0.613
H: -1.896 -0.069 -2.173
H: -3.293 0.190 -1.120
H: -2.516 1.574 -1.916
H: -2.074 2.691 0.282
H: -2.997 1.369 1.021
H: -1.352 1.724 1.580
H: 0.764 -0.853 -1.604
H: 2.546 -0.980 0.718
H: -0.524 1.156 -0.606

Summary:
**Net charge**: +1
**Lowest unoccupied orbital energy (spin up / spin down)**: -3.49 / -3.49 eV
**Energy above the lowest of the compared OMol25 structures with the same formula, charge and spin**: 2.146 eV
**HOMO level (spin up / spin down)**: -0.4445 / -0.4445 Ha
**HOMO-LUMO gap (spin up / spin down)**: 0.316 / 0.316 hartree


4.
# C3H7N2P

An isolated molecule of C3H7N2P (ωB97M-V with the def2-TZVPD basis set, the Open Molecules 2025 dataset).

Geometry (Å):
C: 1.079 -1.045 0.059
C: -0.205 -1.362 0.182
C: 1.490 0.405 -0.205
N: 0.414 1.239 0.163
N: -1.135 -0.421 0.353
P: -2.495 0.248 -0.231
H: 1.732 -1.884 0.094
H: -0.643 -2.327 0.273
H: 2.302 0.776 0.456
H: 1.808 0.303 -1.315
H: 0.411 1.689 1.060
H: -2.242 0.902 -1.309
H: -2.516 1.477 0.419

Summary:
**Lowest unoccupied orbital energy (spin up / spin down)**: -0.62 / -0.16 eV
**Energy above the lowest of the compared OMol25 structures with the same formula, charge and spin**: 3.229 eV
**HOMO level (spin up / spin down)**: -0.2984 / -0.3036 Ha
**HOMO-LUMO gap (spin up / spin down)**: 0.276 / 0.298 hartree